No. 1
DFT (the ωB97M-V functional and the def2-TZVPD basis) results for an isolated molecule of C10H17NSSi.

Cartesian coordinates (Å):
1 S 0.3294 2.5319 0.0784
2 Si 1.6487 -0.3777 0.3384
3 N 0.2800 0.5844 0.2053
4 C -3.7560 -0.5953 -0.1150
5 C -1.0594 0.1781 0.1661
6 C -0.1487 2.5629 -1.6155
7 C 2.3727 -0.8636 -1.3426
8 C -3.3911 0.4370 0.7818
9 C 1.3415 -2.1157 1.3733
10 C -1.4272 -0.8364 -0.6428
11 C -2.0058 0.8341 0.8691
12 C -2.7372 -1.2379 -0.7799
13 C 2.8594 0.7418 1.4218
14 H -4.0349 0.9348 1.3841
15 H 2.9063 0.0095 2.3314
16 H -2.9216 -2.0534 -1.4637
17 H -1.0534 1.8138 -1.6902
18 H 3.3012 -0.4582 -1.4387
19 H -0.7153 -1.4599 -1.0922
20 H 2.4066 -1.9464 -1.3945
21 H 1.8194 -0.3689 -2.1536
22 H 2.2006 -2.7254 1.3333
23 H -4.7709 -0.9332 -0.3965
24 H 0.3890 -2.4940 0.9094
25 H 0.7207 2.2181 -2.2002
26 H 3.9004 0.7497 1.1013
27 H 1.1007 -1.9787 2.4245
28 H -0.5244 3.6257 -1.7344
29 H 2.6096 1.7341 1.7684
30 H -1.6405 1.4889 1.5732

Atomic forces in eV per Å
S 0.7 -3.2 1.0
Si 2.5 -0.6 1.8
N -1.5 3.7 0.3
C -0.4 0.6 0.2
C 1.4 0.6 -0.4
C -1.8 -0.7 0.0
C -2.7 -0.2 0.6
C 3.5 -1.3 -2.2
C -2.1 2.8 -1.2
C -1.0 -1.6 -0.5
C -3.8 -1.7 0.0
C 0.2 -0.1 -0.3
C 0.1 -3.1 0.9
H -2.2 1.3 1.6
H -0.1 1.5 -1.0
H -0.3 -0.1 0.0
H 1.6 1.6 -0.3
H 3.0 0.8 -0.1
H 1.2 -0.4 -0.9
H 0.0 -0.1 -0.5
H -0.3 -0.6 0.1
H 0.8 -1.0 -0.5
H 0.4 0.6 0.8
H 1.2 -0.4 0.3
H -0.7 0.6 -0.3
H 0.0 0.1 -0.4
H 0.0 0.4 0.1
H 0.6 -1.3 -0.6
H -0.5 0.1 -0.1
H 0.1 1.8 1.4

Properties
ΔE to the lowest compared entry with this formula, charge and spin	0.0000	eV
LUMO	0.39	eV
gap between HOMO and LUMO	8.6	eV
SMILES	CSN(c1ccccc1)[Si](C)(C)C



No. 2
DFT (the ωB97M-V functional and the def2-TZVPD basis) results for a cluster of 9 separate species, C6H32N2O8 in total.

Cartesian coordinates (Å):
1 O 1.7507 -2.2081 -0.4489
2 O 0.5320 2.5196 2.1920
3 O -2.7583 1.9995 1.3986
4 O -3.7476 -1.6271 0.7295
5 O -2.9789 0.9633 -0.9326
6 O 0.6670 -2.3577 2.3362
7 O -0.1189 0.3331 4.0687
8 O -1.4225 -2.8138 0.4039
9 N -0.5494 0.6409 -2.8580
10 N 0.1822 0.7605 0.2405
11 C 0.9214 1.4105 -0.9383
12 C 2.3828 1.5623 -0.6324
13 C 3.0456 0.2392 -0.2834
14 C 3.9330 -0.3825 -1.3175
15 C -0.8191 -0.6323 -3.3772
16 C 0.8198 0.7900 -2.3282
17 H 2.8946 2.2084 -1.4253
18 H -0.4656 0.0826 -0.1175
19 H 0.7640 0.3803 1.1374
20 H 0.1101 -0.1718 3.2262
21 H -3.5792 -1.7283 1.6942
22 H 0.0535 -2.6404 1.6959
23 H -0.5359 -1.0021 -4.4637
24 H 4.6542 -0.7752 -0.7092
25 H -0.9042 1.3439 -3.5005
26 H -2.3078 -3.1799 0.2318
27 H 3.2844 -1.1970 -1.7906
28 H -2.2806 1.6653 -0.8233
29 H 2.1354 -2.8616 -1.1076
30 H -3.7205 1.6816 1.1615
31 H -1.9225 -0.6621 -3.2534
32 H 3.7697 0.3260 0.5905
33 H -2.3431 1.5163 0.9082
34 H 0.4447 -2.9932 3.0412
35 H -2.3549 0.3195 -1.3784
36 H 2.4179 2.1916 0.2773
37 H 1.8531 -2.7511 0.2867
38 H 2.4375 -0.4156 0.2886
39 H -3.5429 -0.6603 0.5178
40 H -0.2207 2.4331 1.5542
41 H 1.4989 1.4635 -2.9545
42 H 0.3530 3.0432 3.0073
43 H -0.6910 -1.4594 -2.7418
44 H 4.1915 0.3018 -2.1848
45 H -1.6770 -1.9725 0.0715
46 H 1.3832 -0.1849 -2.3429
47 H -0.6472 1.1391 3.6890
48 H 0.4291 2.3562 -0.9813

Atomic forces in eV per Å
O 0.4 -1.2 -3.5
O -0.2 0.5 0.4
O -10.5 7.5 8.4
O 0.2 1.9 0.5
O 2.5 -0.5 -0.8
O 1.0 -0.2 1.8
O -1.3 1.1 -2.5
O -0.3 -1.4 -0.2
N 1.8 0.5 0.9
N 1.4 -0.3 1.1
C -0.5 -1.0 0.9
C 0.5 1.6 1.2
C 2.3 2.0 2.0
C -3.8 -0.4 -3.1
C -3.1 -1.6 -2.4
C 1.1 0.2 -0.7
H -0.5 -1.2 0.9
H 0.1 -0.7 0.1
H -1.7 1.1 -3.5
H -0.3 0.8 1.7
H -0.1 0.3 -1.0
H -1.5 -0.2 -1.9
H -0.2 1.2 1.9
H 2.7 -1.4 0.2
H 0.6 0.1 0.4
H 0.4 -0.7 0.5
H 1.4 0.7 0.3
H -1.3 -0.4 -0.2
H -0.8 1.5 0.6
H 2.7 1.4 0.9
H -0.1 -0.3 -1.4
H -0.5 1.3 -0.8
H 8.0 -8.6 -8.4
H 0.5 0.6 0.0
H -1.2 0.7 0.2
H 0.0 -0.1 -0.3
H -0.1 -1.1 2.9
H -1.1 -0.7 -0.7
H -0.5 -1.7 0.4
H 0.7 0.3 1.2
H -1.1 -0.7 0.4
H -0.3 -0.5 -1.3
H 1.5 -0.9 1.3
H 0.3 -0.7 1.4
H 0.4 1.7 -0.2
H -1.0 0.6 0.0
H 1.6 -2.3 1.0
H 0.0 1.1 -0.3

Properties
ΔE to the lowest compared entry with this formula, charge and spin	6.0092	eV
LUMO	0.20	eV
gap between HOMO and LUMO	9.3	eV
SMILES	CCC[C@H](N)CNC.O.O.O.O.O.O.O.O